Record 1
DFT (ωB97M-V/def2-TZVPD) results for a structure of composition C3IS2 in a non-equilibrium geometry.

HOMO level	-3.49	eV
relative energy (zero: lowest compared OMol25 entry of this formula, charge and spin)	1.393	eV
strongest force on any atom	2.9	eV Å⁻¹

```
! wB97M-V def2-TZVPD RIJCOSX def2/J DEFGRID3
* xyz -1 1
C -0.034 -0.405 0.261
C 0.905 0.686 0.448
C -1.081 0.413 0.085
S -0.303 -2.021 -0.229
S -2.359 1.068 -0.569
I 2.872 0.260 0.004
*
```

And the Mulliken charges, in e, turn out to be:
1 C 0.517
2 C -0.589
3 C -0.074
4 S -0.447
5 S -0.350
6 I -0.057

=====

Record 2
DFT (ωB97M-V/def2-TZVPD) results for a structure of composition C3Li2O3Pr in a non-equilibrium geometry.

HOMO level (spin up / spin down)	-14.74 / -14.75	eV
relative energy (zero: lowest compared OMol25 entry of this formula, charge and spin)	0.508	eV
strongest force on any atom	3.7	eV Å⁻¹

```
! wB97M-V def2-TZVPD RIJCOSX def2/J DEFGRID3
* xyz 2 4
O -2.920 -0.093 -0.107
C -1.828 0.331 -0.253
O -0.974 1.103 0.037
Pr 1.557 1.435 0.032
Li -2.808 -2.313 -0.220
C -0.831 -1.808 -0.592
C 0.260 -1.683 -0.009
O 1.381 -1.158 0.335
Li 2.914 -2.100 0.019
*
```

Atom charges from the Mulliken analysis, given in e for atoms 1 to 6:
1 O -0.439
2 C 0.852
3 O -0.435
4 Pr 1.681
5 Li 0.973
6 C -1.299

=====

Record 3
DFT (ωB97M-V/def2-TZVPD) results for a structure of composition C3Li2O3Zn in a non-equilibrium geometry.

HOMO level (spin up / spin down)	-17.57 / -15.68	eV
strongest force on any atom	7.2	eV Å⁻¹

```
! wB97M-V def2-TZVPD RIJCOSX def2/J DEFGRID3
* xyz 2 1
O -0.912 -0.898 2.273
C -1.033 -1.387 1.207
O -1.637 -2.022 0.415
Li -2.780 -1.136 -1.009
Li -0.308 1.219 2.011
C 0.533 0.447 0.268
C 1.156 0.694 -0.772
O 1.706 1.098 -1.868
Zn 3.275 1.984 -2.525
*
```

Atom charges from the Mulliken analysis, given in e for atoms 1 to 6:
1 O -0.393
2 C 0.958
3 O -0.497
4 Li 0.973
5 Li 0.961
6 C -0.915

=====

Record 4
DFT (ωB97M-V/def2-TZVPD) results for a cluster of 3 separate species, C3O4 in total in a non-equilibrium geometry.

HOMO level	-13.01	eV
relative energy (zero: lowest compared OMol25 entry of this formula, charge and spin)	0.000	eV
strongest force on any atom	1.8	eV Å⁻¹

```
! wB97M-V def2-TZVPD RIJCOSX def2/J DEFGRID3
* xyz 0 1
C 0.728 -1.266 0.047
C -1.603 -0.573 -2.456
C 1.153 1.165 1.512
O 0.149 1.030 2.044
O -0.174 -1.738 0.552
O -2.429 0.151 -2.706
O 2.176 1.230 1.006
*
```

Atom charges from the Mulliken analysis, given in e for atoms 1 to 6:
1 C 0.109
2 C 0.147
3 C 0.712
4 O -0.357
5 O -0.125
6 O -0.151

=====

Record 5
DFT (ωB97M-V/def2-TZVPD) results for a cluster of 2 separate species, C3S3 in total in a non-equilibrium geometry.

HOMO level (spin up / spin down)	1.15 / 1.15	eV
relative energy (zero: lowest compared OMol25 entry of this formula, charge and spin)	4.538	eV
strongest force on any atom	2.2	eV Å⁻¹

```
! wB97M-V def2-TZVPD RIJCOSX def2/J DEFGRID3
* xyz -2 1
C -0.525 1.623 0.984
C 0.632 -1.581 -0.994
C 0.081 -0.596 -0.500
S 0.734 2.722 1.036
S 0.876 -3.124 -1.656
S -2.087 1.843 1.309
*
```

And the Mulliken charges, in e, turn out to be:
1 C 0.147
2 C -0.432
3 C -0.339
4 S -0.358
5 S -0.656
6 S -0.362

=====

Record 6
DFT (ωB97M-V/def2-TZVPD) results for a cluster of 11 separate species, C40H106BF4N14O16 in total in a non-equilibrium geometry.

HOMO level	-5.86	eV
strongest force on any atom	2.1	eV Å⁻¹

```
! wB97M-V def2-TZVPD RIJCOSX def2/J DEFGRID3
* xyz -1 1
B 22.292 -5.485 5.096
F 22.409 -4.421 6.001
F 21.308 -6.351 5.646
F 21.763 -5.072 3.850
F 23.519 -6.104 4.930
C 22.214 -1.731 2.922
O 22.265 -0.623 2.434
N 21.079 -2.299 3.464
N 23.296 -2.561 3.094
H 21.063 -3.291 3.655
H 20.209 -1.903 3.149
H 24.183 -2.300 2.706
H 23.165 -3.502 3.423
C 22.870 -5.372 9.632
O 21.831 -4.800 9.849
N 23.707 -5.851 10.625
N 23.416 -5.532 8.378
H 24.576 -6.282 10.361
H 23.538 -5.506 11.549
H 24.240 -6.099 8.262
H 22.953 -5.211 7.545
C 20.118 -7.965 8.647
O 19.483 -8.300 9.636
N 19.581 -7.397 7.519
N 21.481 -8.039 8.631
H 18.601 -7.180 7.549
H 20.161 -6.797 6.941
H 21.951 -7.491 7.929
H 21.907 -8.353 9.482
C 23.105 -1.590 7.869
O 22.462 -2.332 8.586
N 23.545 -1.912 6.606
N 23.420 -0.301 8.266
H 23.395 -2.851 6.276
H 23.972 -1.198 6.047
H 23.113 -0.013 9.173
H 23.857 0.309 7.603
C 29.202 -7.580 4.895
O 28.203 -6.614 4.965
C 27.413 -6.452 3.823
C 26.508 -5.276 4.046
N 27.290 -4.036 4.190
C 26.574 -3.021 4.959
C 27.352 -1.709 5.017
O 28.222 -1.664 6.124
C 27.606 -1.245 7.329
H 29.712 -7.629 5.857
H 29.959 -7.381 4.127
H 28.767 -8.574 4.710
H 26.797 -7.345 3.629
H 28.005 -6.322 2.905
H 25.985 -5.448 5.007
H 25.654 -5.116 3.385
H 28.109 -4.318 4.722
H 26.352 -3.389 5.971
H 25.628 -2.834 4.442
H 26.640 -0.876 4.957
H 27.943 -1.644 4.101
H 26.636 -0.766 7.181
H 28.266 -0.554 7.856
H 27.456 -2.121 7.970
C 19.421 -1.989 -3.657
O 19.716 -2.852 -2.614
C 19.553 -2.260 -1.332
C 20.154 -3.185 -0.313
N 21.593 -3.341 -0.539
C 22.124 -4.395 0.331
C 23.537 -4.830 0.062
O 23.706 -5.732 -1.015
C 23.130 -7.015 -0.778
H 19.785 -2.372 -4.611
H 19.877 -0.996 -3.535
H 18.342 -1.811 -3.784
H 18.474 -2.159 -1.142
H 20.014 -1.267 -1.316
H 19.684 -4.175 -0.417
H 20.017 -2.787 0.694
H 21.691 -3.703 -1.486
H 21.442 -5.269 0.321
H 22.006 -4.019 1.350
H 24.023 -5.196 0.975
H 24.083 -3.927 -0.236
H 22.143 -7.131 -1.225
H 23.150 -7.267 0.282
H 23.836 -7.692 -1.266
C 11.581 -6.962 0.818
O 12.943 -6.612 0.861
C 13.522 -6.829 2.141
C 14.897 -6.232 2.187
N 14.817 -4.778 2.150
C 16.103 -4.120 1.892
C 17.217 -4.464 2.869
O 17.737 -5.721 2.554
C 18.662 -6.252 3.499
H 11.017 -6.467 1.614
H 11.459 -8.053 0.858
H 11.204 -6.668 -0.162
H 13.496 -7.892 2.401
H 12.918 -6.272 2.874
H 15.574 -6.669 1.437
H 15.345 -6.626 3.107
H 14.230 -4.614 1.335
H 15.927 -3.042 1.894
H 16.492 -4.346 0.886
H 16.885 -4.438 3.915
H 17.911 -3.621 2.700
H 18.697 -7.330 3.352
H 18.311 -6.038 4.514
H 19.640 -5.815 3.299
C 16.625 -1.860 5.963
O 17.765 -1.995 6.771
C 18.617 -3.022 6.282
C 19.910 -3.114 7.105
N 19.642 -2.901 8.560
C 18.780 -3.994 9.038
C 18.549 -3.950 10.546
O 19.713 -3.783 11.305
C 19.446 -3.561 12.655
H 15.916 -2.676 6.147
H 16.869 -1.841 4.893
H 16.148 -0.902 6.176
H 18.861 -2.959 5.216
H 18.043 -3.947 6.461
H 20.649 -2.417 6.714
H 20.299 -4.130 7.038
H 19.011 -2.098 8.523
H 19.248 -4.944 8.764
H 17.783 -4.015 8.571
H 18.129 -4.932 10.819
H 17.819 -3.149 10.750
H 19.117 -2.518 12.798
H 20.382 -3.694 13.196
H 18.664 -4.213 13.066
C 22.171 -8.603 2.492
O 21.350 -9.540 3.134
C 21.268 -9.413 4.534
C 20.462 -10.606 5.030
N 20.115 -10.628 6.445
C 21.202 -10.967 7.336
C 21.567 -12.456 7.292
O 22.470 -12.857 8.288
C 23.791 -12.423 8.053
H 23.194 -8.503 2.874
H 21.733 -7.595 2.503
H 22.211 -8.927 1.452
H 20.806 -8.463 4.828
H 22.249 -9.413 5.037
H 21.010 -11.503 4.732
H 19.535 -10.676 4.452
H 19.754 -9.705 6.663
H 20.917 -10.842 8.385
H 22.099 -10.343 7.216
H 21.765 -12.754 6.251
H 20.648 -12.998 7.540
H 23.887 -11.332 8.057
H 24.166 -12.816 7.100
H 24.443 -12.771 8.854
C 26.819 -10.552 7.092
O 25.886 -9.957 7.979
C 25.089 -8.973 7.329
C 25.783 -7.637 7.199
N 25.998 -7.035 8.505
C 26.760 -5.793 8.467
C 27.554 -5.595 9.729
O 28.722 -6.395 9.672
C 29.234 -6.718 10.934
H 27.526 -9.796 6.744
H 26.323 -11.120 6.301
H 27.390 -11.274 7.681
H 24.163 -8.871 7.896
H 24.841 -9.339 6.324
H 25.127 -6.992 6.603
H 26.701 -7.765 6.611
H 26.527 -7.714 9.047
H 26.116 -4.933 8.251
H 27.434 -5.772 7.594
H 26.917 -5.802 10.596
H 27.844 -4.538 9.800
H 29.830 -7.631 10.851
H 28.445 -7.010 11.643
H 29.835 -5.942 11.419
*
```

Atom charges from the Mulliken analysis, given in e for atoms 1 to 6:
1 B 0.483
2 F 0.127
3 F 0.076
4 F -0.585
5 F -0.174
6 C 0.274

=====

Record 7
DFT (ωB97M-V/def2-TZVPD) results for a cluster of 10 separate species, C40H106N6O12 in total in a non-equilibrium geometry.

HOMO level	-8.45	eV
SMILES	COC[C@H](C)N.COC[C@H](C)N.COC[C@H](C)N.COC[C@H](C)N.COCCNCCOC.COCCNCCOC.CC(C)O.CC(C)O.CC(C)O.CC(C)O
relative energy (zero: lowest compared OMol25 entry of this formula, charge and spin)	0.000	eV
strongest force on any atom	1.5	eV Å⁻¹

```
! wB97M-V def2-TZVPD RIJCOSX def2/J DEFGRID3
* xyz 0 1
C 6.054 10.243 20.173
C 6.081 8.790 20.585
C 4.761 8.070 20.322
O 7.126 8.127 19.841
H 7.013 10.702 20.429
H 5.277 10.765 20.739
H 5.863 10.406 19.111
H 6.386 8.682 21.634
H 3.911 8.462 20.879
H 4.855 7.009 20.567
H 4.561 8.131 19.248
H 7.265 7.294 20.337
C 2.695 5.833 19.254
C 1.919 5.962 20.553
C 0.988 4.782 20.777
O 2.819 6.054 21.666
H 3.513 6.558 19.244
H 2.076 6.135 18.405
H 3.065 4.819 19.110
H 1.377 6.911 20.541
H 0.100 4.832 20.143
H 0.648 4.787 21.812
H 1.549 3.864 20.594
H 3.587 5.483 21.506
C 3.584 13.097 15.843
C 4.114 12.186 16.929
C 3.076 11.747 17.954
O 4.743 11.027 16.337
H 4.403 13.482 15.239
H 3.055 13.957 16.266
H 2.869 12.573 15.204
H 4.919 12.672 17.484
H 2.830 12.568 18.638
H 3.460 10.917 18.545
H 2.113 11.467 17.511
H 4.057 10.559 15.847
C 9.012 8.408 25.712
C 9.384 7.521 24.524
C 9.400 8.304 23.231
O 10.668 6.962 24.808
H 9.581 9.339 25.631
H 9.212 7.913 26.665
H 7.962 8.700 25.836
H 8.724 6.657 24.455
H 8.488 8.894 23.093
H 9.501 7.661 22.358
H 10.189 9.065 23.224
H 11.314 7.675 24.848
C 10.252 17.118 24.556
O 10.466 16.133 23.582
C 10.088 14.866 24.051
C 10.627 13.781 23.154
N 10.026 13.758 21.844
C 10.643 12.808 20.949
C 10.103 12.925 19.550
O 10.419 14.195 19.039
C 9.883 14.412 17.763
H 10.376 18.103 24.105
H 10.938 17.044 25.408
H 9.221 17.079 24.939
H 9.004 14.760 24.196
H 10.551 14.719 25.040
H 10.407 12.820 23.635
H 11.724 13.888 23.094
H 9.949 14.672 21.425
H 10.450 11.794 21.322
H 11.744 12.904 20.952
H 9.017 12.783 19.536
H 10.545 12.120 18.940
H 9.875 15.486 17.572
H 8.845 14.058 17.687
H 10.482 13.925 16.985
C -3.712 9.624 25.087
O -2.753 10.658 24.963
C -1.775 10.654 25.985
C -0.723 9.585 25.782
N -0.039 9.748 24.507
C 0.227 8.457 23.863
C 1.153 8.654 22.697
O 0.442 9.406 21.705
C 1.234 9.618 20.577
H -4.458 9.810 24.316
H -4.192 9.666 26.069
H -3.266 8.644 24.902
H -2.209 10.602 26.990
H -1.282 11.629 25.905
H -1.192 8.590 25.891
H -0.024 9.625 26.629
H -0.709 10.254 23.930
H -0.678 7.897 23.603
H 0.789 7.882 24.612
H 1.494 7.711 22.247
H 2.013 9.248 23.030
H 1.379 8.652 20.063
H 2.243 9.984 20.828
H 0.805 10.344 19.891
C 5.414 13.815 20.025
C 5.819 14.851 21.061
C 6.712 15.886 20.442
O 7.221 16.718 21.475
C 8.427 17.362 21.121
N 4.614 15.524 21.597
H 4.501 13.275 20.280
H 6.212 13.084 19.908
H 5.185 14.299 19.069
H 6.414 14.363 21.846
H 6.188 16.477 19.679
H 7.549 15.362 19.948
H 9.252 16.645 21.185
H 8.632 18.119 21.877
H 8.403 17.834 20.135
H 4.135 14.911 22.251
H 4.907 16.313 22.167
C 8.025 4.142 19.925
C 6.838 4.709 20.674
C 6.177 3.646 21.527
O 4.852 4.089 21.806
C 4.121 3.191 22.634
N 7.270 5.867 21.502
H 8.748 3.679 20.608
H 8.566 4.885 19.342
H 7.690 3.351 19.250
H 6.101 5.093 19.962
H 6.734 3.539 22.462
H 6.129 2.701 20.970
H 4.785 2.558 23.225
H 3.450 2.560 22.042
H 3.501 3.786 23.306
H 6.656 5.950 22.312
H 8.171 5.632 21.917
C 7.226 4.124 25.316
C 6.860 5.194 26.345
C 5.708 6.051 25.879
O 5.947 6.535 24.589
C 4.953 7.364 24.060
N 6.520 4.522 27.623
H 6.403 3.432 25.110
H 8.099 3.556 25.643
H 7.455 4.595 24.359
H 7.764 5.814 26.418
H 5.636 6.901 26.581
H 4.761 5.498 25.935
H 5.220 7.638 23.041
H 4.708 8.249 24.658
H 4.016 6.795 23.929
H 6.649 5.176 28.394
H 7.276 3.859 27.787
C 7.090 6.086 16.434
C 7.324 7.576 16.417
C 7.444 8.108 15.009
O 8.583 7.589 14.392
C 8.697 7.982 13.052
N 6.174 8.241 17.067
H 7.916 5.541 15.979
H 6.145 5.857 15.934
H 6.920 5.747 17.462
H 8.224 7.872 16.974
H 7.376 9.209 14.972
H 6.536 7.787 14.456
H 7.874 7.596 12.429
H 9.630 7.584 12.658
H 8.692 9.075 12.931
H 6.341 8.172 18.068
H 6.125 9.220 16.810
*
```

Atom charges from the Mulliken analysis, given in e for atoms 1 to 6:
1 C -1.846
2 C 1.395
3 C -0.348
4 O -0.725
5 H 0.484
6 H 0.401

=====

E, respectively: -32879.67546; -23715.13335; -58062.06921; -11300.87679; -35611.03973; -108372.51850; -76705.55617 eV.